1.
24
Properties=species:S:1:pos:R:3 method="wB97M-V/def2-TZVPD" gap_ev=9.84 smiles="CCC(N)=O.CCC(N)=O" spin_multiplicity=1 e_above_lowest_kcal_mol=44.79
C 2.4251 1.3395 -1.7144
C 1.2605 2.1458 -1.1780
C 0.8270 1.5265 0.1999
N 0.9951 2.2490 1.3203
O 0.6117 0.3304 0.2053
H 3.3606 1.4902 -1.1826
H 2.4061 1.5464 -2.7719
H 2.2252 0.2605 -1.3841
H 1.5585 3.2088 -1.1063
H 0.4142 1.9264 -1.8237
H 0.4110 1.9138 2.1934
H 1.2440 3.1884 1.5384
C -1.7984 -1.0593 -0.7466
C -1.9508 -1.0024 0.7941
C -1.4689 -2.1672 1.5913
N -0.5802 -3.0544 1.0839
O -1.6690 -2.3257 2.7978
H -0.7899 -1.4478 -1.0914
H -1.7906 -0.0763 -1.2553
H -2.5475 -1.7233 -1.3328
H -1.7459 -0.1084 1.3628
H -3.0126 -1.3193 0.7749
H -0.2376 -3.8546 1.5625
H -0.1476 -2.9871 0.1624

---

2.
24
Properties=species:S:1:pos:R:3 method="wB97M-V/def2-TZVPD" gap_ev=9.82 smiles="CNC(C)=O.CNC(C)=O" spin_multiplicity=1 e_above_lowest_kcal_mol=68.82
C 0.9874 -3.1202 0.9282
N 0.2093 -1.7329 1.0759
C -1.1742 -1.9115 0.9243
C -2.0009 -0.5909 1.2058
O -1.7005 -2.9845 0.9829
H 1.0464 -3.2668 -0.1275
H 2.1083 -2.8402 1.4617
H 0.6886 -4.0078 1.4650
H 0.5092 -0.8393 0.6732
H -1.4629 0.2857 1.4103
H -2.8346 -0.2758 0.6205
H -2.2987 -0.7223 2.2805
C 2.3818 1.9084 -0.8358
N 0.9343 2.2502 -0.9076
C -0.0329 1.3037 -1.1753
C -1.3852 1.9595 -1.3603
O 0.2522 0.1309 -1.1628
H 2.8588 1.7199 -1.6805
H 3.0594 2.5023 -0.2353
H 2.4926 0.9891 -0.1508
H 0.6502 3.1954 -0.9076
H -2.0578 1.0465 -1.8096
H -1.8647 2.3156 -0.4748
H -1.3661 2.6852 -2.2004

---

3.
24
Properties=species:S:1:pos:R:3 method="wB97M-V/def2-TZVPD" gap_ev=10.27 smiles="CNC(C)=O.CNC(C)=O" spin_multiplicity=1 e_above_lowest_kcal_mol=57.21
C -2.4178 -0.3044 -2.0264
N -0.9951 -0.3137 -1.7743
C -0.1628 -0.0034 -2.8796
C 1.2688 -0.3078 -2.5845
O -0.6337 0.4442 -3.9311
H -2.7022 -0.5104 -3.1171
H -2.7340 -1.1846 -1.4386
H -3.0398 0.6307 -1.8629
H -0.6263 -0.8897 -1.0035
H 1.6509 0.3502 -1.7237
H 1.5268 -1.3247 -2.3604
H 1.9907 -0.1311 -3.4617
C -0.7344 -1.0539 2.6411
N 0.1322 0.0185 2.0173
C 1.0797 0.6603 2.8750
C 1.8138 1.6106 2.0125
O 1.2669 0.4124 4.0826
H -0.1130 -2.0013 2.8009
H -1.3889 -0.7153 3.4713
H -1.5080 -1.1743 1.8613
H 0.1198 0.3023 1.0056
H 2.1779 2.3819 2.7829
H 2.5884 0.9240 1.5491
H 1.4402 2.1796 1.0643

---

4.
24
Properties=species:S:1:pos:R:3 method="wB97M-V/def2-TZVPD" gap_ev=9.71 smiles="CNC(C)=O.CNC(C)=O" spin_multiplicity=1 e_above_lowest_kcal_mol=52.25
C 1.9528 0.8264 2.1543
N 1.3031 -0.5083 1.8064
C 1.2318 -1.0353 0.5562
C 0.4103 -2.3473 0.4172
O 1.8783 -0.5920 -0.3606
H 1.9551 0.7893 3.2455
H 2.9979 0.8915 1.7549
H 1.4437 1.7244 1.8233
H 0.9616 -0.9942 2.6320
H 0.5474 -3.0969 1.2742
H -0.6065 -2.3076 0.2579
H 0.9162 -2.8407 -0.5216
C -2.1194 1.2310 0.4403
N -1.1334 0.9125 -0.5795
C -1.4715 0.6071 -1.9403
C -0.3076 0.2844 -2.8277
O -2.6586 0.8049 -2.1469
H -3.1871 0.9351 0.1271
H -1.9583 0.7475 1.3762
H -2.1195 2.3643 0.5542
H -0.1755 0.7166 -0.2853
H -0.3749 1.0514 -3.7560
H 0.8139 0.3560 -2.4091
H -0.2999 -0.5203 -3.5926